Record 1
Entry from the OMol25 dataset: a molecular structure, C33H31GeN7OPd in a non-equilibrium geometry (wB97M-V/def2-TZVPD).

CARTESIAN COORDINATES (ANGSTROEM)
Pd1 0.108 -0.813 0.709
C1 4.850 1.616 -1.527
C2 4.317 0.340 -1.667
C3 3.381 -0.131 -0.762
C4 3.002 0.668 0.314
C5 3.544 1.944 0.466
C6 4.458 2.418 -0.463
N1 2.040 0.177 1.222
C7 2.394 -0.056 2.497
C8 3.686 0.227 3.035
C9 3.958 -0.015 4.356
C10 2.985 -0.573 5.203
C11 1.738 -0.917 4.710
C12 1.438 -0.675 3.380
N2 0.263 -1.141 2.767
N3 -0.666 -1.563 3.469
C13 -1.744 -2.089 2.707
C14 -2.684 -2.827 3.392
C15 -3.740 -3.379 2.677
C16 -3.817 -3.152 1.318
C17 -2.828 -2.383 0.707
N4 -1.817 -1.862 1.387
H1 5.572 1.984 -2.244
H2 4.627 -0.293 -2.488
H3 2.987 -1.136 -0.846
H4 3.229 2.566 1.296
H5 4.866 3.414 -0.350
H6 4.451 0.627 2.386
H7 4.939 0.210 4.750
H8 3.224 -0.765 6.241
H9 1.001 -1.409 5.330
H10 -2.572 -2.970 4.459
H11 -4.486 -3.979 3.179
H12 -4.628 -3.556 0.728
H13 -2.845 -2.183 -0.358
C18 -3.226 3.937 1.783
N5 -2.629 2.753 1.177
C19 -3.050 2.214 -0.107
C20 -2.091 1.064 -0.257
O1 -2.086 0.283 -1.222
N6 -1.251 1.014 0.793
C21 -1.619 2.018 1.628
N7 -1.008 2.215 2.789
H14 -3.357 4.700 1.019
H15 -2.569 4.347 2.546
H16 -4.193 3.706 2.227
H17 -2.910 2.929 -0.920
H18 -4.090 1.884 -0.105
H19 -0.261 1.597 3.062
H20 -1.335 2.892 3.455
Ge1 -0.230 -0.557 -1.674
C22 0.087 0.979 -2.797
C23 1.052 1.944 -2.517
C24 1.165 3.074 -3.319
C25 0.309 3.249 -4.396
C26 -0.660 2.294 -4.678
C27 -0.771 1.162 -3.885
C28 -0.795 -2.138 -2.601
C29 -1.919 -2.199 -3.430
C30 -2.205 -3.365 -4.127
C31 -1.370 -4.469 -4.011
C32 -0.261 -4.422 -3.178
C33 0.018 -3.263 -2.465
H21 0.824 -2.118 0.413
H22 1.722 1.826 -1.679
H23 1.924 3.814 -3.102
H24 0.396 4.129 -5.020
H25 -1.322 2.425 -5.524
H26 -1.521 0.421 -4.128
H27 -2.584 -1.350 -3.523
H28 -3.078 -3.411 -4.766
H29 -1.590 -5.372 -4.566
H30 0.380 -5.288 -3.078
H31 0.872 -3.244 -1.796

As for the total charge: +2. As for the total energy: -107183.97377 eV. The spin multiplicity is 3. Its orbital gap (spin up / spin down) is 6.5011 / 5.9817 eV.


Record 2
Entry from the OMol25 dataset: a molecular structure, C33H31N3O3PSTa in a non-equilibrium geometry (wB97M-V/def2-TZVPD).

CARTESIAN COORDINATES (ANGSTROEM)
Ta1 -0.755 0.287 1.064
O1 -1.856 1.474 2.166
N1 -0.342 0.356 -1.339
C1 -1.157 -0.145 -2.348
C2 -0.866 0.192 -3.731
C3 -1.560 0.084 -4.927
C4 -0.899 0.266 -6.123
C5 0.472 0.597 -6.137
C6 1.103 0.952 -4.965
C7 0.423 0.739 -3.793
P1 0.959 1.199 -2.213
C8 2.593 0.691 -1.767
C9 3.176 -0.477 -2.336
C10 4.556 -0.605 -2.471
C11 5.366 0.401 -1.954
C12 4.815 1.530 -1.358
C13 3.456 1.646 -1.184
C14 0.787 2.900 -2.169
C15 1.512 3.714 -3.078
C16 1.415 5.100 -3.018
C17 0.851 5.711 -1.912
C18 0.185 4.884 -1.003
C19 0.076 3.529 -1.149
H1 -2.732 1.596 1.723
H2 -1.878 -0.925 -2.036
H3 -2.661 -0.140 -5.008
H4 -1.420 0.155 -7.080
H5 0.987 0.630 -7.077
H6 2.093 1.342 -4.960
H7 2.531 -1.283 -2.768
H8 5.017 -1.456 -2.946
H9 6.395 0.314 -2.106
H10 5.456 2.332 -1.069
H11 3.143 2.512 -0.626
H12 2.147 3.233 -3.834
H13 1.866 5.680 -3.811
H14 0.905 6.764 -1.749
H15 -0.347 5.358 -0.152
H16 -0.536 2.950 -0.443
N2 3.556 2.154 2.784
C20 2.895 0.860 2.443
C21 1.598 0.844 1.726
O2 1.057 1.721 0.963
O3 0.810 -0.190 2.096
H17 3.983 1.996 3.698
H18 2.876 2.892 2.948
H19 2.862 0.194 3.325
H20 3.595 0.426 1.675
N3 -1.335 -1.510 1.571
S1 -1.018 -2.769 2.962
C22 -1.947 -4.068 2.181
C23 -1.792 -4.339 0.816
C24 -2.669 -5.160 0.135
C25 -3.705 -5.800 0.841
C26 -3.799 -5.630 2.231
C27 -2.892 -4.807 2.896
C28 -2.116 -2.102 4.212
C29 -1.459 -1.499 5.290
C30 -2.155 -0.551 6.057
C31 -3.476 -0.299 5.810
C32 -4.187 -1.090 4.907
C33 -3.492 -1.981 4.097
H21 -1.694 -2.083 0.827
H22 -0.868 -3.951 0.398
H23 -2.585 -5.335 -0.919
H24 -4.407 -6.407 0.263
H25 -4.635 -6.099 2.741
H26 -2.926 -4.750 3.983
H27 -0.403 -1.695 5.478
H28 -1.592 -0.043 6.802
H29 -4.043 0.433 6.365
H30 -5.289 -1.019 4.843
H31 -4.027 -2.429 3.250

As for the total charge: +4. As for the total energy: -66971.24832 eV. Its orbital gap is 5.1606 eV.


Record 3
Entry from the OMol25 dataset: a molecular structure, C33H32AsF6N3NiO8S2 in a non-equilibrium geometry (wB97M-V/def2-TZVPD).

CARTESIAN COORDINATES (ANGSTROEM)
Ni1 -0.357 0.894 -2.042
O1 -4.970 -0.424 -2.034
C1 -3.653 -0.030 -1.914
O2 -3.329 1.046 -1.431
C2 -2.664 -1.030 -2.431
C3 -3.298 -2.159 -2.997
C4 -2.483 -3.034 -3.737
C5 -1.118 -2.767 -3.842
C6 -0.536 -1.722 -3.129
N1 -1.308 -0.848 -2.448
C7 0.890 -1.498 -3.022
O3 1.670 -2.565 -3.289
O4 1.349 -0.445 -2.598
H1 -5.471 0.358 -1.751
H2 -4.392 -2.299 -2.858
H3 -2.912 -3.965 -4.190
H4 -0.535 -3.489 -4.360
H5 1.323 -3.315 -3.754
F1 -1.087 3.308 -7.233
C8 -0.583 2.361 -6.414
F2 0.741 2.227 -6.622
F3 -1.127 1.167 -6.609
S1 -0.843 2.809 -4.570
O5 -0.925 1.502 -3.846
O6 -2.048 3.632 -4.612
N2 0.432 3.619 -4.185
S2 1.566 3.326 -3.114
O7 1.476 2.204 -2.192
O8 2.824 3.581 -3.670
C9 1.298 4.785 -1.965
F4 -0.002 4.812 -1.448
F5 2.104 4.856 -0.938
F6 1.435 5.910 -2.746
C10 -4.225 -3.786 3.776
C11 -3.124 -3.065 3.092
C12 -1.937 -3.710 2.712
C13 -0.898 -2.933 2.147
C14 0.325 -3.732 1.630
C15 -1.029 -1.517 1.901
As1 0.176 -0.714 0.502
N3 -0.261 0.895 -0.083
C16 0.095 2.156 0.357
C17 -1.030 3.016 0.635
C18 -0.851 4.091 1.444
C19 0.464 4.300 1.939
C20 1.573 3.584 1.544
C21 1.441 2.497 0.742
C22 1.988 -0.582 1.583
C23 2.025 -0.262 2.973
C24 1.049 0.572 3.754
C25 3.204 -0.549 3.683
C26 4.337 -1.070 3.072
C27 5.609 -1.496 3.762
C28 4.307 -1.255 1.668
C29 3.155 -0.896 0.908
C30 3.329 -0.850 -0.580
C31 -2.275 -0.966 2.229
C32 -2.580 0.505 1.996
C33 -3.277 -1.698 2.827
H6 -5.031 -3.032 4.026
H7 -3.887 -4.326 4.692
H8 -4.569 -4.634 3.146
H9 -1.666 -4.752 2.919
H10 0.307 -4.710 2.168
H11 1.258 -3.214 1.838
H12 0.185 -3.884 0.558
H13 -2.011 2.762 0.170
H14 -1.617 4.724 1.864
H15 0.518 5.127 2.601
H16 2.551 3.845 1.914
H17 2.304 1.949 0.351
H18 1.227 1.645 3.640
H19 1.219 0.368 4.834
H20 -0.025 0.431 3.459
H21 3.261 -0.325 4.748
H22 6.420 -1.084 3.185
H23 5.658 -2.570 3.757
H24 5.559 -1.175 4.823
H25 5.244 -1.442 1.117
H26 4.468 -0.834 -0.720
H27 2.939 0.061 -1.048
H28 2.921 -1.683 -1.080
H29 -1.691 1.111 1.816
H30 -3.051 0.890 2.899
H31 -3.300 0.597 1.136
H32 -4.251 -1.183 2.962

As for the total energy: -195444.79865 eV. The spin multiplicity is 3. Its orbital gap (spin up / spin down) is 5.2545 / 5.4808 eV.


Record 4
Entry from the OMol25 dataset: a molecular structure, C33H32CrFI2N4O2S (wB97M-V/def2-TZVPD).

CARTESIAN COORDINATES (ANGSTROEM)
Cr1 0.039 -0.468 -1.027
C1 -0.791 -6.237 3.240
C2 0.057 -5.113 2.697
C3 1.049 -4.520 3.474
C4 1.804 -3.469 2.983
C5 1.568 -3.002 1.694
C6 0.603 -3.593 0.896
C7 -0.148 -4.639 1.406
S1 2.658 -1.699 1.207
O1 2.885 -0.904 2.398
O2 3.816 -2.319 0.608
N1 1.849 -0.785 0.130
C8 2.636 0.042 -0.640
C9 3.972 0.459 -0.429
C10 4.527 1.350 -1.311
C11 3.791 1.829 -2.400
C12 2.502 1.385 -2.535
N2 1.938 0.520 -1.687
H1 -0.345 -6.675 4.133
H2 -0.914 -7.024 2.494
H3 -1.788 -5.876 3.504
H4 1.230 -4.883 4.480
H5 2.558 -2.992 3.597
H6 0.433 -3.256 -0.115
H7 -0.902 -5.098 0.774
H8 4.527 0.090 0.419
H9 5.547 1.683 -1.159
H10 4.209 2.532 -3.107
H11 1.880 1.710 -3.359
C13 -1.562 4.207 -3.502
C14 -0.345 3.356 -3.133
C15 0.211 3.657 -1.754
C16 0.900 4.858 -1.584
C17 1.514 5.172 -0.386
C18 1.445 4.270 0.665
C19 0.759 3.069 0.540
C20 0.666 2.143 1.717
C21 -0.616 2.367 2.521
C22 0.122 2.771 -0.670
N3 -0.619 1.548 -0.828
C23 -1.832 1.685 -1.273
C24 -2.450 0.606 -1.931
C25 -3.686 0.423 -2.556
C26 -3.625 -0.833 -3.158
C27 -2.346 -1.354 -2.882
N4 -1.641 -0.487 -2.154
H12 -1.868 4.016 -4.532
H13 -1.340 5.272 -3.404
H14 -2.413 3.984 -2.854
H15 0.448 3.551 -3.860
H16 -0.598 2.300 -3.232
H17 0.977 5.538 -2.427
H18 2.056 6.104 -0.276
H19 1.933 4.492 1.608
H20 1.539 2.289 2.355
H21 0.700 1.114 1.375
H22 -0.676 3.400 2.876
H23 -0.655 1.700 3.382
H24 -1.496 2.163 1.906
H25 -2.321 2.655 -1.207
H26 -4.512 1.121 -2.557
H27 -4.395 -1.323 -3.733
H28 -1.931 -2.306 -3.183
I1 1.040 -2.478 -2.708
I2 -0.636 -5.213 -2.866
F1 -3.602 -1.841 3.905
C28 -2.821 -1.564 2.827
C29 -3.367 -1.632 1.566
C30 -2.555 -1.348 0.469
C31 -1.205 -0.993 0.590
C32 -0.713 -0.961 1.904
C33 -1.498 -1.239 3.020
H29 -4.406 -1.911 1.440
H30 -3.009 -1.460 -0.506
H31 0.322 -0.723 2.104
H32 -1.080 -1.216 4.020

As for the total charge: -1. As for the total energy: -102975.90945 eV. The spin multiplicity is 5. Its orbital gap (spin up / spin down) is 7.3635 / 6.4981 eV.


Record 5
Entry from the OMol25 dataset: a molecular structure, C33H32Ge2N3NiS7 in a non-equilibrium geometry (wB97M-V/def2-TZVPD).

CARTESIAN COORDINATES (ANGSTROEM)
Ni1 0.015 0.033 -0.068
C1 -0.498 -0.074 4.299
C2 -0.776 -0.041 2.936
N1 0.161 0.038 2.008
C3 1.457 0.039 2.401
C4 1.835 0.002 3.763
C5 0.814 -0.038 4.720
C6 3.220 0.026 4.098
C7 4.173 0.074 3.138
C8 3.827 0.104 1.757
C9 4.774 0.142 0.727
C10 4.342 0.160 -0.583
C11 2.976 0.121 -0.852
N2 2.058 0.074 0.098
C12 2.461 0.080 1.391
H1 -1.313 -0.107 5.004
H2 -1.803 -0.057 2.595
H3 1.061 -0.036 5.772
H4 3.492 0.012 5.144
H5 5.221 0.096 3.403
H6 5.828 0.144 0.963
H7 5.041 0.202 -1.402
H8 2.625 0.124 -1.876
S1 -0.147 5.144 -5.370
C13 0.013 4.054 -4.168
S2 0.408 4.477 -2.521
C14 0.298 2.861 -1.828
C15 0.026 1.842 -2.731
S3 -0.138 0.191 -2.398
S4 -0.211 2.341 -4.400
S5 0.497 2.696 -0.164
C16 -3.206 -2.644 1.989
Ge1 -2.367 -3.258 0.271
C17 -3.582 -2.734 -1.230
C18 -2.454 -5.260 0.346
Ge2 -0.007 -2.332 -0.037
C19 1.167 -3.120 1.399
C20 0.622 -3.783 2.494
C21 1.407 -4.180 3.562
C22 2.763 -3.904 3.570
C23 3.334 -3.278 2.476
C24 2.541 -2.902 1.407
C25 0.732 -3.103 -1.735
C26 2.020 -2.799 -2.160
C27 2.486 -3.199 -3.399
C28 1.662 -3.919 -4.244
C29 0.388 -4.262 -3.826
C30 -0.071 -3.852 -2.587
H9 -4.117 -3.214 2.150
H10 -3.475 -1.595 1.940
H11 -2.546 -2.799 2.838
H12 -4.587 -3.093 -1.015
H13 -3.252 -3.164 -2.172
H14 -3.625 -1.657 -1.349
H15 -3.492 -5.542 0.503
H16 -1.862 -5.664 1.160
H17 -2.116 -5.708 -0.582
H18 -0.435 -4.014 2.498
H19 0.965 -4.702 4.398
H20 3.376 -4.178 4.416
H21 4.397 -3.076 2.461
H22 3.014 -2.443 0.551
H23 2.674 -2.233 -1.514
H24 3.488 -2.936 -3.710
H25 2.011 -4.202 -5.226
H26 -0.252 -4.838 -4.478
H27 -1.069 -4.123 -2.269
S6 -2.426 0.364 -0.025
C31 -2.524 1.949 0.444
N3 -2.706 2.968 -0.409
C32 -2.474 4.298 0.114
C33 -2.882 4.251 1.579
S7 -2.572 2.526 2.099
H28 -2.584 2.790 -1.396
H29 -3.062 5.032 -0.440
H30 -1.407 4.541 0.027
H31 -3.945 4.444 1.714
H32 -2.302 4.918 2.212

As for the total energy: -269134.56460 eV. The spin multiplicity is 4. As for the relative energy (zero: lowest compared OMol25 entry of this formula, charge and spin): 25.4 kJ/mol. Its orbital gap (spin up / spin down) is 5.4909 / 5.7149 eV.


Record 6
Entry from the OMol25 dataset: a molecular structure, C33H32N11O4RbS3Se in a non-equilibrium geometry (wB97M-V/def2-TZVPD).

CARTESIAN COORDINATES (ANGSTROEM)
Rb1 -0.004 -0.156 0.223
N1 -1.401 0.573 9.235
C1 -1.016 0.169 7.947
C2 0.325 -0.071 7.655
C3 0.709 -0.422 6.371
C4 -0.241 -0.556 5.376
C5 -1.579 -0.319 5.656
C6 -1.964 0.046 6.934
S1 0.207 -1.000 3.715
O1 -0.653 -2.099 3.343
O2 1.636 -1.283 3.739
N2 -0.175 0.217 2.782
C7 0.330 1.448 2.963
N3 1.113 1.734 4.030
C8 1.476 2.999 4.188
C9 1.132 4.006 3.310
C10 0.399 3.593 2.199
N4 0.003 2.359 2.009
H1 -0.780 0.260 9.966
H2 -2.365 0.370 9.456
H3 1.068 0.035 8.437
H4 1.747 -0.594 6.126
H5 -2.309 -0.416 4.865
H6 -3.008 0.240 7.150
H7 2.088 3.204 5.064
H8 1.433 5.032 3.454
H9 0.127 4.300 1.421
Se1 3.744 0.668 2.986
N5 5.111 -0.202 2.292
C11 4.826 -0.390 1.008
C12 5.632 -1.084 0.061
C13 5.179 -1.157 -1.217
C14 3.933 -0.549 -1.572
N6 3.162 0.094 -0.746
C15 3.589 0.177 0.551
N7 2.865 0.806 1.472
H10 6.567 -1.532 0.371
H11 5.745 -1.673 -1.980
H12 3.579 -0.614 -2.597
C16 -2.053 3.468 -3.708
N8 -2.836 3.304 -2.502
C17 -2.378 4.222 -1.482
C18 -2.719 1.924 -2.029
C19 -3.576 1.595 -0.826
C20 -4.906 2.018 -0.818
C21 -5.719 1.750 0.274
C22 -5.178 1.057 1.352
C23 -3.847 0.650 1.312
C24 -2.976 0.891 0.234
H13 -2.141 4.494 -4.074
H14 -2.411 2.793 -4.482
H15 -0.981 3.251 -3.547
H16 -2.525 5.254 -1.813
H17 -1.305 4.082 -1.253
H18 -2.939 4.058 -0.562
H19 -1.671 1.701 -1.763
H20 -2.964 1.273 -2.874
H21 -5.299 2.583 -1.660
H22 -6.753 2.080 0.286
H23 -5.797 0.844 2.220
H24 -3.467 0.113 2.180
N9 -6.432 2.609 -5.071
C25 -5.465 1.616 -5.305
C26 -5.373 0.520 -4.449
C27 -4.399 -0.438 -4.648
C28 -3.504 -0.316 -5.705
C29 -3.610 0.752 -6.578
C30 -4.595 1.712 -6.384
S2 -2.194 -1.510 -5.859
O3 -1.482 -1.149 -7.076
O4 -2.829 -2.806 -5.820
N10 -1.353 -1.336 -4.546
C31 -0.462 -0.359 -4.435
S3 0.079 0.671 -5.787
C32 1.154 1.481 -4.706
C33 1.055 0.931 -3.474
N11 0.156 -0.080 -3.314
H25 -6.677 2.676 -4.092
H26 -6.149 3.514 -5.417
H27 -6.035 0.449 -3.594
H28 -4.294 -1.262 -3.958
H29 -2.903 0.831 -7.390
H30 -4.661 2.565 -7.050
H31 1.779 2.292 -5.030
H32 1.619 1.252 -2.609

As for the total charge: -2. As for the total energy: -157828.86068 eV. As for the relative energy (zero: lowest compared OMol25 entry of this formula, charge and spin): 30.7 kJ/mol. Its orbital gap is 3.8365 eV.